[1]
Entry from OMol25: a single C5H8O2 molecule at a distorted geometry (wB97M-V/def2-TZVPD).

HOMO level (eV): -10.22
HOMO-LUMO gap (eV): 11.27
Spin multiplicity: 1
Structure (SMILES): CC1(OC=O)CC1
Energy relative to the best compared isomer or geometry (same formula, charge and spin) (kJ/mol): 164.9

```
15
Properties=species:S:1:pos:R:3:mulliken_charge:R:1
O 2.305 0.718 -0.783 -0.496
O 1.089 -0.588 0.594 -0.330
C -1.065 -1.173 -0.467 -0.571
C 2.244 -0.106 0.092 0.075
C -0.253 1.421 -0.447 -1.300
C -1.301 -0.660 0.936 -0.800
C -0.268 -0.023 0.056 1.037
H -0.460 -2.063 -0.580 0.246
H -1.062 2.065 -0.089 0.361
H -0.167 1.543 -1.536 0.260
H -1.835 -1.027 -1.226 0.255
H 0.660 1.771 -0.024 0.416
H -0.847 -1.224 1.743 0.216
H 3.199 -0.490 0.541 0.365
H -2.239 -0.163 1.190 0.267
```



[2]
Entry from OMol25: a single CHBrN2 molecule at a distorted geometry (wB97M-V/def2-TZVPD).

HOMO level (eV): -9.83
HOMO-LUMO gap (eV): 9.06
Spin multiplicity: 1
Structure (SMILES): N#CNBr
Energy relative to the best compared isomer or geometry (same formula, charge and spin) (kJ/mol): 17.6

```
5
Properties=species:S:1:pos:R:3:mulliken_charge:R:1
Br 0.330 -0.240 2.014 0.052
N -1.284 0.843 -1.206 -0.357
N 0.345 -0.265 0.172 -0.368
C -0.518 0.254 -0.614 0.401
H 1.126 -0.593 -0.366 0.272
```



[3]
Entry from OMol25: 14 unconnected molecules or ions with the total composition H28O14 at a distorted geometry (wB97M-V/def2-TZVPD).

HOMO level (eV): -10.15
HOMO-LUMO gap (eV): 10.21
Spin multiplicity: 1
Energy relative to the best compared isomer or geometry (same formula, charge and spin) (kJ/mol): 161.1

```
42
Properties=species:S:1:pos:R:3:mulliken_charge:R:1
O 0.812 -3.561 -0.769 -0.658
O -1.985 1.804 -1.748 -0.636
O -1.866 3.550 0.457 -0.626
O 3.237 2.755 -1.056 -0.664
O 0.305 -0.210 -0.156 0.570
O -1.877 0.492 1.319 -0.505
O 3.103 0.640 1.249 -0.745
O 0.661 2.044 -1.677 -0.634
O 0.556 2.047 1.543 -0.683
O -1.946 -1.772 -1.255 -0.587
O 2.370 -2.077 0.928 -0.658
O -3.733 -1.882 1.638 -0.627
O -0.998 -2.557 1.263 -0.571
O 2.323 -1.215 -1.905 -0.707
H 3.685 2.016 -1.441 0.288
H 2.865 -0.272 0.917 0.417
H -2.550 3.614 1.102 0.295
H 2.264 2.696 -0.980 0.394
H -1.248 2.960 0.848 0.316
H 0.461 1.905 2.479 0.294
H -4.197 -1.404 2.350 0.301
H -2.835 1.421 -2.000 0.265
H -1.128 0.946 1.594 0.194
H -2.247 2.663 -1.348 0.302
H 2.077 -1.180 -2.837 0.325
H -0.599 -0.305 0.047 0.130
H 1.467 -1.823 0.979 0.253
H -1.465 -1.361 -1.907 0.205
H 3.756 0.916 0.595 0.294
H 0.358 0.741 -0.375 -0.071
H -2.889 -1.516 1.511 0.375
H 2.524 -2.488 1.775 0.266
H -2.355 -2.574 -1.654 0.256
H 1.203 1.981 -2.411 0.342
H -0.201 2.019 -2.081 0.205
H -1.424 -2.266 0.493 0.239
H -2.269 0.219 2.120 0.314
H 1.181 -2.718 -1.078 0.345
H 1.392 1.585 1.294 0.271
H 0.978 -3.653 0.131 0.290
H -1.377 -3.397 1.490 0.320
H 1.620 -0.780 -1.423 0.304
```



[4]
Entry from OMol25: a molecular structure, C50H42N4O2PS3SiW at a distorted geometry (wB97M-V/def2-TZVPD).

⟨S²⟩: 2.024
HOMO level (alpha / beta) (eV): -8.57 / -10.23
HOMO-LUMO gap (alpha / beta) (eV): 5.26 / 6.58
Spin multiplicity: 3
Energy relative to the best compared isomer or geometry (same formula, charge and spin) (kJ/mol): 202.0
Charge: +1

```
104
Properties=species:S:1:pos:R:3:mulliken_charge:R:1
W -0.167 -0.248 0.543 0.935
S 7.000 0.016 0.314 -0.196
S -4.296 1.079 -3.500 0.146
S 0.369 -2.249 -0.998 -0.500
P -1.982 1.539 0.866 0.413
Si 2.022 -5.285 -0.673 0.209
O 2.620 2.330 2.048 -0.593
O -0.985 -0.193 2.838 -0.605
N 1.834 0.093 -0.120 1.230
N 0.775 0.975 2.187 0.716
N -0.396 0.600 -1.427 0.901
N 0.592 -1.983 1.545 0.246
C 3.221 1.243 -1.770 0.528
C -1.516 1.306 -3.463 0.479
C 5.408 -0.890 2.111 -0.532
C 1.436 2.080 4.177 -0.635
C -2.177 -0.978 0.281 0.984
C -2.878 1.572 -5.578 -0.596
C -0.488 3.476 -0.301 -0.792
C 1.814 -4.436 2.039 -0.152
C -2.708 3.347 -1.238 0.438
C 0.103 1.375 4.424 -0.596
C -0.170 4.497 -1.173 -0.593
C 3.912 -5.466 -0.448 -1.138
C -4.393 0.109 0.090 -0.705
C 5.381 -0.294 0.873 0.226
C -5.020 2.986 4.007 -0.645
C -0.099 0.631 3.129 0.023
C 1.724 1.855 2.694 -0.126
C -1.473 0.649 -2.244 -1.070
C 4.234 0.096 0.097 1.230
C -4.389 1.760 4.151 -0.953
C -3.024 0.155 0.298 0.067
C -0.341 1.925 -3.942 -1.072
C 1.006 -6.844 -0.253 -1.138
C -2.809 -2.202 0.065 -0.636
C -2.738 1.345 -4.234 0.511
C 1.640 -4.704 -2.438 -1.056
C -3.748 3.412 2.011 -0.350
C -4.708 3.800 2.931 -0.828
C 0.828 1.780 -3.214 0.952
C 0.777 1.103 -1.966 -0.355
C -4.183 -2.276 -0.131 -0.955
C 3.240 1.995 -2.984 -1.130
C 1.483 -3.582 3.087 -1.673
C 1.956 0.833 -1.267 -0.570
C 2.102 2.251 -3.669 -1.348
C -4.968 -1.130 -0.145 -1.081
C 6.708 -1.084 2.604 -0.589
C 0.895 -2.369 2.805 -0.120
C 7.668 -0.649 1.744 -0.422
C -2.368 4.350 -2.131 -0.830
C -1.110 4.925 -2.098 -0.860
C -4.212 1.512 -6.022 -0.768
C -3.454 1.348 3.221 -0.404
C 2.949 -0.271 0.504 -0.406
C -5.087 1.264 -5.014 -0.497
C -3.119 2.180 2.152 0.876
C 4.356 0.874 -1.068 -0.976
C -1.763 2.907 -0.319 0.148
C 1.526 -4.080 0.730 0.592
C 0.889 -2.856 0.538 0.317
H 0.808 4.954 -1.137 0.517
H -0.054 -6.654 -0.401 0.324
H -4.645 -3.245 -0.264 0.469
H 1.278 -7.681 -0.885 0.365
H 4.530 -1.168 2.666 0.531
H -6.154 1.177 -5.071 0.479
H -5.757 3.300 4.731 0.415
H 1.969 -5.455 -3.151 0.414
H -2.050 1.745 -6.240 0.472
H 0.650 -1.687 3.609 0.445
H 1.425 3.147 4.391 0.388
H -4.507 1.628 -7.049 0.426
H 1.680 -3.859 4.110 0.492
H -0.856 5.711 -2.792 0.448
H -4.641 1.117 4.981 0.459
H -2.222 -3.116 0.061 0.523
H -3.093 4.686 -2.856 0.458
H 2.129 2.783 -4.608 0.535
H 1.136 -7.154 0.779 0.371
H 4.199 2.331 -3.347 0.519
H 2.142 -3.772 -2.679 0.293
H -0.727 2.077 4.547 0.169
H 2.254 1.642 4.752 0.229
H 6.913 -1.521 3.564 0.416
H -5.224 4.737 2.802 0.443
H -2.363 0.136 -1.906 0.406
H -4.991 1.010 0.114 0.561
H 5.328 1.185 -1.416 0.497
H 4.415 -4.509 -0.566 0.327
H -2.993 0.374 3.319 0.515
H 2.824 -0.876 1.397 -0.224
H 0.577 -4.546 -2.586 0.309
H 4.328 -6.142 -1.186 0.368
H -6.031 -1.195 -0.322 0.475
H 4.180 -5.851 0.531 0.350
H -0.350 2.472 -4.871 0.504
H -3.504 4.058 1.180 0.408
H 2.298 -5.378 2.245 0.462
H 8.732 -0.682 1.869 0.463
H 0.261 3.108 0.396 0.290
H -3.688 2.897 -1.269 0.648
H 0.097 0.709 5.286 0.365
```



[5]
Entry from OMol25: 2 unconnected molecules or ions with the total composition C4H13NOS at a distorted geometry (wB97M-V/def2-TZVPD).

⟨S²⟩: 0.754
HOMO level (alpha / beta) (eV): -12.79 / -12.77
HOMO-LUMO gap (alpha / beta) (eV): 8.22 / 3.64
Spin multiplicity: 2
Energy relative to the best compared isomer or geometry (same formula, charge and spin) (kJ/mol): 276.7
Charge: +1

```
20
Properties=species:S:1:pos:R:3:mulliken_charge:R:1
S -3.148 1.638 -0.744 0.276
O 2.932 3.357 -0.809 -0.666
N 1.683 -0.883 0.351 -0.608
C -0.627 -1.453 0.837 -0.958
C 0.601 -1.837 -0.121 -0.409
C -1.702 0.397 -0.641 -0.616
C -1.101 0.140 0.650 -0.662
H 1.011 -2.861 -0.029 0.393
H 3.822 2.830 -0.811 0.340
H -1.597 0.298 1.661 0.356
H -1.031 0.924 -1.401 0.371
H -2.129 -0.613 -1.091 0.445
H 2.690 3.307 0.154 0.322
H 1.535 0.040 -0.030 0.181
H -0.210 0.676 0.871 0.461
H -3.936 0.651 -0.182 0.302
H -1.465 -2.022 0.702 0.560
H 2.583 -1.217 -0.093 0.264
H -0.374 -1.650 1.917 0.368
H 0.464 -1.722 -1.190 0.280
```



[6]
Entry from OMol25: 6 unconnected molecules or ions with the total composition C2H14BrO6 at a distorted geometry (wB97M-V/def2-TZVPD).

HOMO level (eV): -4.09
HOMO-LUMO gap (eV): 6.76
Spin multiplicity: 1
Charge: -1

```
23
Properties=species:S:1:pos:R:3:mulliken_charge:R:1
Br 0.196 1.580 -2.242 -0.976
O -3.427 -0.842 -0.520 -0.652
O -3.044 3.041 -6.058 -0.652
O 3.074 -2.774 3.549 -0.533
O 1.485 -0.517 2.716 -0.467
O -0.053 -3.656 -1.060 -0.645
O -3.951 4.773 -1.835 -0.651
C 2.721 -0.332 3.392 -0.437
C 3.595 -1.570 3.039 -0.354
H -2.577 2.567 -5.370 0.343
H 1.508 0.353 2.312 0.340
H -4.182 -0.848 -1.108 0.302
H 2.549 -0.279 4.467 0.213
H 3.189 0.582 3.028 0.369
H -2.719 -0.463 -1.042 0.337
H -2.646 2.734 -6.873 0.304
H -0.087 -2.727 -1.288 0.339
H -3.112 4.381 -1.591 0.343
H 0.116 -4.100 -1.891 0.302
H 3.706 -3.276 4.068 0.296
H 4.603 -1.429 3.428 0.350
H 3.581 -1.787 1.971 0.222
H -4.526 4.589 -1.092 0.305
```



[7]
Entry from OMol25: a molecular structure, C6H11NO at a distorted geometry (wB97M-V/def2-TZVPD).

HOMO level (eV): -8.35
HOMO-LUMO gap (eV): 9.20
Spin multiplicity: 1
Energy relative to the best compared isomer or geometry (same formula, charge and spin) (kJ/mol): 1188.2

```
19
Properties=species:S:1:pos:R:3:mulliken_charge:R:1
O 0.001 -0.099 -0.758 -0.375
N -1.831 0.175 0.200 -0.446
C 0.233 -1.160 0.217 -0.069
C 1.704 -1.026 -0.091 -0.779
C 0.276 0.987 0.151 -0.225
C 1.934 0.851 0.150 -0.727
C -1.357 -1.282 -0.030 -0.435
C -1.064 1.515 -0.208 -0.297
H -1.072 1.979 -1.285 0.282
H 2.242 -1.142 0.781 0.337
H -1.025 2.142 0.806 0.266
H -1.984 0.279 1.262 0.315
H 0.065 0.659 1.082 0.403
H -1.481 -1.701 -1.040 0.321
H 0.076 -1.099 1.378 0.187
H 2.426 1.177 1.184 0.260
H 2.247 -1.401 -0.930 0.378
H -1.775 -2.013 0.771 0.293
H 2.732 1.374 -0.477 0.314
```



[8]
Entry from OMol25: a single C4H7NO2 molecule (wB97M-V/def2-TZVPD).

HOMO level (alpha / beta) (eV): -8.52 / -8.52
HOMO-LUMO gap (alpha / beta) (eV): 8.82 / 8.82
Spin multiplicity: 1
Energy relative to the best compared isomer or geometry (same formula, charge and spin) (kJ/mol): 471.4

```
14
Properties=species:S:1:pos:R:3:mulliken_charge:R:1
O 0.342 -2.313 0.178 -0.616
O 0.272 -0.321 -1.351 -0.359
N 0.057 1.854 -1.654 -0.215
C 0.408 -0.490 0.980 0.159
C 0.394 0.867 -0.828 -0.187
C -1.047 -0.357 1.295 -1.070
C 0.870 -1.199 -0.201 0.222
H 1.100 -0.383 1.817 0.281
H -0.307 1.690 -2.589 0.226
H -1.252 0.634 1.711 0.350
H 1.944 -1.168 -0.451 0.348
H 0.198 2.807 -1.361 0.251
H -1.322 -1.101 2.048 0.356
H -1.657 -0.520 0.405 0.255
```